No. 1
Below is a 2-piece molecular cluster, C5H14N2S overall, with properties calculated with wB97M-V/def2-TZVPD.

## Properties
* ΔE to the lowest compared entry with this formula, charge and spin: 244.09 kJ/mol
* 2S+1: 1
* LUMO: -0.343 eV
* Kohn-Sham gap: 8.4 eV
* electronic energy: -706.497155 Ha

```
22
Properties=species:S:1:pos:R:3:nbo_charge:R:1
C 0.342 -1.162 1.162 -0.2290
H 0.996 0.191 -0.270 0.1902
H -1.101 0.906 1.755 0.2114
H 1.456 1.198 2.528 0.3583
H 1.603 -3.238 0.397 0.1668
C 0.662 0.321 0.794 -0.0559
H 0.026 -4.008 0.509 0.1877
C -0.608 1.173 0.796 -0.4235
H 0.649 -3.618 -1.113 0.2034
N 1.719 0.932 1.607 -0.8383
S -0.662 1.453 -1.977 -0.0277
C -1.521 1.074 -0.419 -0.5496
H 1.334 -1.550 1.460 0.1646
C 0.600 -3.236 -0.079 -0.4159
H -2.374 1.747 -0.244 0.2182
H 2.552 0.252 1.705 0.3606
H -0.223 2.209 0.878 0.2178
H -2.055 0.119 -0.612 0.2407
H 0.131 -1.410 -0.849 0.3540
N -0.095 -1.927 -0.003 -0.6356
H -0.066 2.924 -0.965 0.1183
H -0.421 -1.178 1.953 0.1835
```

No. 2
Below is Cl2O8Pb3 as an isolated structure, with properties calculated with wB97M-V/def2-TZVPD.

## Properties
* ΔE to the lowest compared entry with this formula, charge and spin: 649.33 kJ/mol
* 2S+1: 1
* LUMO: -14.878 eV
* Kohn-Sham gap: 1.6 eV
* electronic energy: -2098.198112 Ha
* net charge: +4

```
13
Properties=species:S:1:pos:R:3:nbo_charge:R:1
O 1.932 -4.510 0.283 -0.6574
Pb -2.919 -3.153 2.161 1.6411
O -2.791 3.140 -0.817 -0.8111
Cl 2.451 -3.701 1.328 2.5092
O -1.901 1.479 -1.836 -0.8073
O -0.357 2.770 -0.513 -0.8322
Pb 4.399 3.475 -1.973 1.6143
O 3.880 -3.529 1.260 -0.6774
O 1.750 -3.717 2.528 -0.7481
Cl -1.666 2.211 -0.697 2.5671
O 1.943 -2.431 0.789 -0.6826
O -1.819 1.215 0.307 -0.8437
Pb -4.903 6.751 -2.820 1.7282
```

No. 3
Below is a 14-piece molecular cluster, C4H38NO13 overall, with properties calculated with wB97M-V/def2-TZVPD.

## Properties
* ΔE to the lowest compared entry with this formula, charge and spin: 675.79 kJ/mol
* 2S+1: 1
* LUMO: -2.505 eV
* Kohn-Sham gap: 10.2 eV
* electronic energy: -1207.674134 Ha
* net charge: +1

```
56
Properties=species:S:1:pos:R:3:nbo_charge:R:1
H 3.826 1.656 2.269 0.5131
O -0.003 1.077 2.831 -0.9386
H 3.988 -1.735 2.400 0.5136
O -2.484 -3.143 2.054 -0.9414
H -2.186 2.170 -2.746 0.2462
H -3.175 -1.737 -3.146 0.2646
C -2.315 -1.376 0.126 -0.4299
H -0.161 0.199 2.545 0.4879
O 2.812 -1.470 -0.921 -0.9462
H 1.521 -2.422 -0.662 0.5037
H 1.680 2.794 1.023 0.4792
H -0.705 1.696 -2.243 0.1964
H 0.365 1.889 -3.364 0.4843
H -0.109 1.501 1.193 0.4955
H -1.523 -1.962 0.658 0.2548
O 0.560 -2.581 -1.135 -1.0473
O 0.984 1.157 -3.365 -0.9625
O 3.078 1.015 1.981 -1.0130
H 3.283 2.286 -1.211 0.4913
O -0.821 4.013 -0.419 -0.9417
H -2.098 -1.002 4.466 0.4913
H -0.744 4.469 0.392 0.4934
H 3.042 0.779 1.060 0.5066
O 2.495 1.712 -1.119 -1.0164
H -2.779 -3.882 2.352 0.4547
C -1.540 1.253 -2.624 -0.6346
H 2.126 -0.936 -1.191 0.4774
H 1.719 -1.418 2.246 0.4881
H 0.243 -3.526 -1.006 0.4863
O 0.969 -1.576 2.742 -0.9753
H -0.205 4.521 -1.038 0.4813
O 1.420 3.507 0.340 -0.9726
H 2.243 1.251 -2.018 0.5238
N -1.491 -0.599 -0.948 -0.5355
H -3.173 0.566 -1.078 0.2253
H 1.513 3.106 -0.485 0.4778
H -0.205 2.300 -0.208 0.5202
H 3.590 -3.073 1.743 0.4931
H -1.539 -3.102 2.473 0.4950
H 0.942 1.178 2.652 0.4884
O 3.365 -2.196 1.723 -0.9663
H -1.119 0.777 -3.458 0.2125
H 1.233 -1.980 3.607 0.4855
O -0.101 1.403 0.228 -1.0485
H -0.543 -1.084 4.176 0.4757
H -3.069 -0.098 -3.761 0.2220
H -4.308 -0.610 -2.687 0.2403
H -1.008 -1.210 -1.598 0.4450
H -0.928 0.086 -0.521 0.4627
C -2.471 0.203 -1.848 -0.0326
H 2.939 -1.509 0.132 0.5060
H -2.720 -0.670 0.732 0.2109
H -2.965 -2.302 -0.236 0.2557
O -1.343 -1.590 4.089 -0.9662
C -3.135 -0.580 -2.897 -0.6838
H 1.029 0.808 -4.300 0.5030
```

No. 4
Below is a 2-piece molecular cluster, C2H3Cl2F2N overall, with properties calculated with wB97M-V/def2-TZVPD.

## Properties
* ΔE to the lowest compared entry with this formula, charge and spin: 144.54 kJ/mol
* 2S+1: 1
* LUMO (spin up / spin down): -1.795 / -4.013 eV
* Kohn-Sham gap (spin up / spin down): 9.0 / 6.3 eV
* electronic energy: -1252.740535 Ha

```
10
Properties=species:S:1:pos:R:3:nbo_charge:R:1
C 0.070 -0.798 0.041 0.7305
F -0.242 -1.815 0.896 -0.3278
F 0.230 -1.404 -1.169 -0.3389
H -1.008 0.789 -0.912 0.2354
H -1.031 0.841 0.868 0.2377
Cl 2.561 -0.191 -0.376 0.2980
Cl 1.289 2.921 0.120 -0.0231
C -1.085 0.197 -0.004 -0.6624
N 1.233 -0.172 0.531 -0.3885
H -2.018 -0.368 0.005 0.2390
```

No. 5
Below is an isolated ion of composition C3H7NO3 and charge +1, with properties calculated with wB97M-V/def2-TZVPD.

## Properties
* <S²>: 0.756
* ΔE to the lowest compared entry with this formula, charge and spin: 97.42 kJ/mol
* 2S+1: 2
* LUMO (spin up / spin down): -3.907 / -9.272 eV
* Kohn-Sham gap (spin up / spin down): 12.1 / 6.6 eV
* electronic energy: -398.633015 Ha
* net charge: +1

```
14
Properties=species:S:1:pos:R:3:lowdin_spin:R:1
H -0.699 -1.222 -1.210 0.0029
H -1.003 0.822 -2.674 0.0000
H 0.794 -0.336 -1.893 0.0018
O -0.858 0.795 -1.725 0.0059
H -0.572 1.437 1.466 0.0151
H -1.546 1.021 0.107 0.0132
O 1.596 -1.854 0.488 0.1281
C -0.103 -0.321 -1.276 0.0056
N -0.805 0.738 0.766 0.6008
H 0.151 -0.238 2.551 0.0027
C 0.316 0.127 0.139 0.1056
H 0.980 0.987 -0.078 0.0553
O 0.785 -0.936 2.331 0.0202
C 0.963 -1.020 1.009 0.0428
```

No. 6
Below is C15H13I2MnN2O6 as an isolated structure, with properties calculated with wB97M-V/def2-TZVPD.

## Properties
* <S²>: 6.047
* 2S+1: 5
* LUMO (spin up / spin down): -1.257 / -1.019 eV
* Kohn-Sham gap (spin up / spin down): 7.0 / 7.3 eV
* electronic energy: -2886.845236 Ha

```
39
Properties=species:S:1:pos:R:3:lowdin_spin:R:1
H -2.932 -2.553 -0.364 0.0000
O -2.663 0.572 -0.653 0.0019
C 1.439 3.957 2.616 -0.0027
O -1.030 1.991 0.754 0.0332
Mn -0.849 0.438 -0.330 3.7699
H -1.992 -1.124 1.578 0.0009
H -0.536 -2.530 -3.246 -0.0001
C 0.194 3.595 2.044 0.0113
H -2.159 -0.548 -3.144 0.0001
C -2.570 -1.132 -2.318 0.0019
O -4.594 -0.132 -1.506 0.0076
H -3.210 -1.914 -2.735 0.0010
H 1.493 4.881 3.176 -0.0004
C -1.068 -2.622 0.671 0.0033
H 1.864 -1.189 -0.371 0.0002
C -1.878 -2.711 -0.606 0.0019
C 2.556 3.181 2.481 0.0100
C 1.241 1.628 1.192 0.0017
H -1.414 -3.339 1.417 0.0009
N -1.461 -1.661 -1.527 0.0270
C 3.332 -0.074 0.774 -0.0027
C 0.074 2.430 1.327 -0.0012
I -1.450 4.823 2.302 0.0026
O -1.119 -1.292 1.200 0.0395
I 4.336 3.800 3.360 0.0011
C 2.055 -0.322 0.250 0.0087
H 0.411 -2.560 -1.768 0.0001
C -3.391 -0.183 -1.466 0.0070
H 4.522 1.278 1.917 0.0006
C 3.542 1.061 1.512 0.0092
O 0.066 0.380 -2.039 0.0627
C -0.299 -1.958 -2.343 0.0019
C 0.405 -0.658 -2.748 0.0101
H 4.134 -0.769 0.577 -0.0004
N 1.051 0.495 0.464 -0.0226
H -0.010 -2.820 0.492 0.0001
C 2.485 1.965 1.745 -0.0010
O 1.222 -0.667 -3.641 0.0138
H -1.801 -3.715 -1.043 0.0009
```

No. 7
Below is a 4-piece molecular cluster, C16H28N4 overall, with properties calculated with wB97M-V/def2-TZVPD.

## Properties
* ΔE to the lowest compared entry with this formula, charge and spin: 139.62 kJ/mol
* 2S+1: 1
* LUMO: 0.555 eV
* SMILES: CCCC#N.CCCC#N.CCCC#N.CCCC#N
* Kohn-Sham gap: 11.1 eV
* electronic energy: -845.395821 Ha

```
48
Properties=species:S:1:pos:R:3:nbo_charge:R:1
H 0.248 -0.908 3.556 0.2096
H 6.469 -2.589 -1.918 0.2171
H 0.317 3.434 -1.799 0.2486
N -3.322 -2.125 0.187 -0.3467
H -4.923 -0.406 -1.865 0.2520
C -0.704 3.165 1.460 -0.6346
H 6.028 -1.159 -0.912 0.2190
C -0.174 -1.841 1.664 -0.3906
C -3.945 -1.254 -0.301 0.2926
C -4.724 -0.114 -0.833 -0.5066
H -0.387 -3.149 -0.001 0.2564
C -3.977 1.264 -0.607 -0.3784
H -4.732 1.829 1.216 0.2040
H 4.340 -2.427 -3.157 0.2178
H -1.131 -2.033 3.494 0.2168
H -3.329 2.666 0.828 0.2196
H -0.802 2.083 1.553 0.2197
H -0.752 4.706 -0.112 0.2131
C 5.922 -1.647 -1.881 -0.6130
H -3.286 0.861 1.436 0.2330
H -4.492 1.983 -1.244 0.2127
N -1.690 -5.014 2.059 -0.3535
C -3.728 1.652 0.831 -0.6260
H 2.522 -0.746 -2.240 0.2683
H 0.576 -1.201 1.199 0.2213
H 1.378 3.554 -0.352 0.2639
C -0.752 3.618 -0.041 -0.3954
H -5.663 -0.086 -0.280 0.2420
C 4.387 -1.816 -2.255 -0.4022
C -0.045 -3.222 1.031 -0.5164
H 3.880 -2.489 -1.564 0.2106
H -1.570 3.428 2.067 0.2166
C -0.102 -1.867 3.175 -0.6144
H 0.944 -3.676 0.968 0.2408
N 4.288 1.376 -0.589 -0.3662
C 0.439 3.168 -0.749 -0.5125
C 3.591 -0.563 -2.344 -0.5063
H 0.591 -2.641 3.504 0.2052
H -1.737 3.270 -0.351 0.2159
C 0.467 1.703 -0.758 0.3205
H 3.627 0.007 -3.272 0.2419
H 6.467 -1.044 -2.607 0.2073
H -2.997 1.153 -1.071 0.2035
C -0.983 -4.217 1.562 0.3033
H -1.109 -1.358 1.382 0.2188
N 0.503 0.559 -0.801 -0.3713
H 0.074 3.590 2.093 0.2174
C 4.001 0.525 -1.362 0.3048
```

No. 8
Below is C39H45MnN5O as an isolated structure, with properties calculated with wB97M-V/def2-TZVPD.

## Properties
* <S²>: 6.089
* ΔE to the lowest compared entry with this formula, charge and spin: 761.54 kJ/mol
* 2S+1: 5
* LUMO (spin up / spin down): 2.539 / 2.482 eV
* Kohn-Sham gap (spin up / spin down): 4.1 / 4.2 eV
* electronic energy: -3012.729288 Ha
* net charge: -1

```
91
Properties=species:S:1:pos:R:3:lowdin_spin:R:1
H 1.774 3.806 -2.467 -0.0014
C -3.079 -3.107 5.560 0.0020
C -2.703 1.003 -4.262 0.0079
H -0.570 -0.407 7.048 0.0011
C -1.356 2.433 -5.838 0.0001
C -0.525 -1.925 -4.294 0.0036
C -2.144 -0.489 5.243 0.0223
H -4.911 -2.231 6.164 0.0016
H 0.871 2.184 2.900 0.0026
H 1.902 2.190 -6.793 0.0000
H 4.186 0.270 -1.434 -0.0006
C 0.521 2.310 -0.200 0.0253
C -2.730 -3.361 1.964 0.0090
N -0.368 -0.579 -3.925 0.0033
H 0.815 3.910 -8.002 0.0000
C 3.207 0.307 -1.949 -0.0024
C 2.169 0.940 -1.083 -0.0131
H -3.404 -4.126 5.696 0.0000
H 1.128 -0.045 7.540 -0.0006
H -1.056 -3.700 4.870 0.0008
H -0.963 3.924 -8.108 0.0000
C 0.913 0.829 -5.459 0.0002
H -0.005 4.313 0.381 0.0037
H 2.597 -0.578 2.873 -0.0024
C -3.905 -2.025 5.823 0.0209
C 0.152 -1.863 -0.704 0.0365
H -0.471 -3.701 -2.990 0.0003
C -1.327 -1.595 5.038 0.0142
C -1.439 1.339 -4.978 0.0013
C 1.303 2.043 -1.370 -0.0032
C 1.287 2.835 -2.612 -0.0033
C -2.210 -2.089 2.021 0.1992
H -2.572 0.949 -3.173 0.0138
H -0.700 -2.211 -5.303 0.0004
C 1.893 -0.893 3.620 0.0030
H -4.100 0.094 5.886 -0.0002
N 0.033 -1.447 4.698 0.1522
C -0.299 0.543 -4.813 0.0003
H -3.380 -3.639 2.819 -0.0002
H 2.940 -0.742 -2.189 -0.0004
C 0.645 -1.508 3.439 0.3555
C -0.805 -2.493 0.195 0.1598
C -0.478 3.404 -0.028 0.0177
C 0.363 1.503 2.198 0.0075
C -1.765 -2.920 5.155 0.0169
H -0.924 3.668 -0.995 0.0014
C -0.110 3.925 -7.417 0.0000
N -1.050 -1.897 1.386 0.2828
C 0.413 0.000 6.700 0.0243
H -2.243 3.047 -5.991 0.0000
H 1.204 -2.162 -0.517 0.0061
C 1.969 -0.322 4.864 0.1260
C 2.896 0.731 5.357 0.0268
H 1.812 2.301 -3.404 0.0000
H 3.325 0.858 -2.888 0.0000
H -2.872 -5.155 0.856 0.0106
C 2.133 -0.008 -5.252 -0.0002
H 0.389 0.523 2.641 -0.0002
C -3.449 -0.728 5.660 0.0023
H 0.238 1.097 6.498 0.0116
C 2.710 -0.592 0.830 0.0003
H -3.433 1.788 -4.481 0.0002
H -1.290 3.122 0.662 0.0025
H -0.691 1.822 2.199 0.0014
H -0.147 4.867 -6.852 0.0000
H 2.260 -0.738 -6.063 0.0000
H 3.023 0.638 -5.254 0.0000
C 0.964 1.943 -6.299 0.0000
C -0.164 2.739 -6.498 0.0001
C 0.923 1.397 0.832 0.0314
H 3.537 -0.194 1.448 0.0001
H 3.583 0.373 6.119 0.0097
C -0.178 -0.465 -2.582 0.0255
C 1.916 0.513 0.262 0.0023
O 0.047 -1.262 2.145 0.1997
C -1.467 -3.732 -0.086 0.0198
Mn 0.153 0.306 -0.954 1.8357
H -2.308 -1.343 2.839 0.0128
C -0.401 -2.661 -3.162 0.0013
H 2.117 -0.563 -4.309 -0.0001
C -2.374 -4.182 0.872 0.1381
H -1.219 -4.420 -0.910 -0.0010
H 0.263 3.007 -2.956 0.0000
H 3.493 1.058 4.518 0.0016
H -1.790 0.526 5.057 0.0020
H -3.123 0.044 -4.596 0.0004
N 0.852 -0.707 5.518 0.1416
H 2.377 1.603 5.733 0.0031
H 3.283 -1.180 0.095 0.0004
H 2.016 -1.266 1.350 0.0012
N -0.099 -1.772 -2.135 0.0231
```